Record 1
# C16H22BF3N2O4S4SbTc

A structure of composition C16H22BF3N2O4S4SbTc (ωB97M-V/def2-TZVPD, the Open Molecules 2025 dataset).

```
54
Properties=species:S:1:pos:R:3:forces:R:3
Tc 1.8747 0.4587 0.5948 1.0 0.8 -1.5
S 5.6332 0.0579 0.5709 0.0 0.0 0.0
Sb 5.5613 1.3087 -1.6846 -0.1 -0.2 0.0
S 3.2749 2.1982 -0.3286 -0.1 0.0 0.0
S 4.0828 1.2278 1.2952 -0.4 0.1 0.1
S 6.9135 2.9916 -1.2955 0.1 0.2 0.0
F 2.1015 0.0231 4.2898 -0.1 0.1 -0.4
B 1.7993 -1.2423 4.4326 -0.4 -0.5 -0.1
F 2.1855 -1.8752 5.5217 -0.1 0.0 -0.4
C 1.0386 -1.2766 -2.4911 0.0 -0.1 -0.1
C 1.7651 -2.0039 -1.3575 0.1 0.2 0.0
C 2.5745 -3.1682 -1.9265 0.0 -0.2 -0.1
C 2.6984 -1.0805 -0.5592 -0.2 0.1 0.2
H 0.3249 -1.9401 -3.0011 0.2 0.1 0.1
H 1.7707 -0.9382 -3.2382 -0.1 0.0 0.1
H 0.4987 -0.3974 -2.1342 0.0 -0.1 0.0
H 1.0234 -2.4357 -0.6711 -0.1 0.0 0.0
H 3.3633 -2.7855 -2.5838 -0.1 -0.1 0.0
H 1.9419 -3.8457 -2.5144 0.1 0.1 0.1
H 3.0528 -3.7501 -1.1321 0.0 0.1 -0.1
H 3.4277 -0.6503 -1.2447 0.1 0.0 -0.1
H 3.2667 -1.6861 0.1625 0.1 -0.1 -0.1
C -2.7254 3.1195 -0.0726 -0.1 0.1 0.0
C -1.5126 3.1662 -1.0114 0.1 -0.1 0.1
C -0.8111 4.5300 -0.8610 0.0 0.0 0.0
C -1.9649 2.9817 -2.4691 0.1 0.0 0.0
C -0.5297 2.1199 -0.6366 0.3 0.0 -0.3
C 0.4004 1.3616 -0.3975 -0.2 0.5 0.4
H -3.3495 4.0062 -0.2299 0.1 -0.1 0.0
H -2.4065 3.1021 0.9739 0.0 0.0 -0.1
H -3.3414 2.2407 -0.2692 0.0 -0.1 0.0
H -1.4733 5.3268 -1.2210 0.1 -0.1 0.1
H 0.1159 4.5566 -1.4405 -0.1 0.0 0.0
H -0.5666 4.7263 0.1872 0.0 0.0 -0.1
H -2.7124 3.7411 -2.7244 0.1 -0.1 0.0
H -2.4077 1.9965 -2.6205 0.0 0.0 0.0
H -1.1152 3.0842 -3.1511 -0.1 0.0 0.1
F -3.4643 -0.9831 -1.5171 0.0 0.1 -0.2
C -3.2674 -1.2476 -0.2323 -0.3 0.1 0.0
C -2.0976 -1.6741 0.2081 0.6 -0.5 0.7
N -1.8940 -1.9979 1.5590 0.2 0.5 -0.3
C -0.6668 -2.6048 2.0405 -0.5 -0.1 -0.3
C 0.4890 -1.6926 2.3416 -0.5 -0.2 0.0
O 1.0185 -1.9774 3.5210 1.0 0.3 1.2
O 0.9413 -0.8704 1.5750 -0.7 -0.7 0.8
C -2.8672 -1.7600 2.5196 0.0 0.0 0.2
O -2.6872 -1.9691 3.7067 -0.1 0.2 -0.5
N -4.0544 -1.2895 2.0056 0.1 0.0 -0.2
C -4.3995 -1.0631 0.6640 -0.3 0.1 0.3
O -5.5165 -0.7418 0.3428 0.2 0.0 0.1
H -1.2689 -1.8088 -0.4695 0.2 0.0 0.0
H -0.3482 -3.3533 1.3197 0.2 -0.1 -0.1
H -0.9109 -3.0933 2.9714 -0.1 -0.2 0.1
H -4.7797 -1.1229 2.6828 -0.2 0.0 0.1
```
Forces are in eV/Å.

Summary:
2S+1	1
relative energy (zero: lowest compared OMol25 entry of this formula, charge and spin)	1.6285	eV
LUMO energy (alpha / beta)	-0.05549 / -0.05547	hartree
HOMO-LUMO gap (alpha / beta)	6.3 / 6.3	eV

***

Record 2
# C16H22Br15FI2OP

A structure of composition C16H22Br15FI2OP (ωB97M-V/def2-TZVPD, the Open Molecules 2025 dataset).

```
58
Properties=species:S:1:pos:R:3:forces:R:3
C -2.1878 2.2557 1.9868 1.6 -2.8 -2.0
C -1.9476 0.9401 1.3306 -0.4 3.2 2.0
P -0.3239 0.4359 0.4105 -0.4 0.7 -0.5
C -0.5015 -1.3836 -0.1414 2.0 -2.5 1.0
C 0.6452 -2.3768 0.7964 -2.2 -3.1 1.1
C 0.1489 -4.0287 0.9932 0.8 4.0 3.0
O 0.1219 -2.8882 2.1778 2.4 0.3 -4.6
C 0.0826 1.5288 -1.1035 -3.5 0.9 -3.4
I 2.0659 2.4883 -1.4604 -1.6 -1.0 0.6
C -0.9416 1.8184 -2.1854 3.7 0.1 1.9
C -0.5708 2.8147 -3.4711 -1.4 0.3 0.5
I -2.9842 0.9850 -2.1984 2.0 0.6 0.1
C 1.0968 0.7105 1.7153 0.9 1.6 0.6
F 2.4217 0.3029 1.1894 -3.3 0.3 0.9
C 1.2336 2.3257 2.1206 0.8 0.2 -0.2
C 0.7482 2.6547 3.6531 -0.8 1.0 0.1
H -1.4495 3.1392 1.6908 -1.8 -2.0 1.1
H -3.0712 2.4390 2.7686 2.1 -0.5 -2.2
H -2.8498 0.1643 1.3499 3.4 1.0 0.3
H -0.1137 -1.6118 -1.2329 -1.0 1.0 2.1
H -1.5475 -1.8698 0.0578 1.9 1.3 -0.4
H 1.8695 -2.1527 0.6385 -3.9 -0.6 0.7
H -0.9831 -4.2600 1.1777 2.4 -0.1 -1.7
H 1.0409 -4.8042 1.1378 -2.4 1.8 -0.3
H -1.5925 3.0790 -4.0291 2.3 -0.9 1.2
H 0.1800 2.3100 -4.2220 -1.4 1.0 1.7
H -0.1791 3.8642 -3.0616 -0.6 -2.5 -0.8
H 0.7595 0.1526 2.6872 1.1 0.5 -2.0
H 0.7151 3.0132 1.2938 0.9 -1.5 1.9
H 2.3918 2.6082 2.0576 -2.6 -1.0 -0.1
H 0.1275 1.7661 4.1528 1.5 2.0 -1.1
H 0.0322 3.6067 3.5747 1.4 -2.2 0.4
H 1.6323 3.0102 4.3719 -1.8 -1.2 -1.8
C 4.9407 1.6808 4.1047 0.2 -0.1 0.2
Br 5.0589 2.6633 2.4299 0.0 -0.2 0.4
Br 4.4678 2.8409 5.5927 0.1 -0.3 -0.4
Br 3.7409 0.1558 3.9660 0.3 0.4 0.2
H 5.9396 1.2837 4.3135 -0.5 0.2 -0.1
C -6.3304 0.1283 0.5605 -0.6 0.0 0.2
Br -4.6365 0.9101 1.1116 -2.8 0.0 -0.6
Br -7.1258 1.0984 -0.9261 0.4 -0.3 0.4
Br -6.1601 -1.7713 0.1770 0.1 0.5 0.1
H -7.0170 0.2230 1.4082 0.3 -0.1 -0.4
C 1.1232 -8.3688 1.4775 0.2 -0.3 0.1
Br 1.2414 -7.3863 -0.1973 -0.1 -0.2 0.3
Br 0.6503 -7.2087 2.9656 0.1 -0.3 -0.4
Br -0.0766 -9.8938 1.3388 0.3 0.5 0.0
H 2.1221 -8.7659 1.6864 -0.5 0.2 -0.1
C 3.9933 -0.9487 -2.5957 0.2 0.2 -0.1
Br 3.7775 -1.7715 -0.8462 0.3 0.1 -0.6
Br 5.6325 -1.5258 -3.4698 -0.5 0.1 0.3
Br 2.4339 -1.2285 -3.7245 0.3 0.0 0.3
H 4.0806 0.1305 -2.4328 -0.1 -0.5 0.0
C -2.6727 2.9821 -7.4594 0.2 0.1 -0.2
Br -3.3551 4.1299 -6.0448 0.1 -0.3 -0.3
Br -2.5165 1.1322 -6.8785 -0.1 0.4 -0.1
Br -3.7206 3.1426 -9.0905 0.3 -0.1 0.5
H -1.6613 3.3303 -7.6936 -0.5 -0.2 0.1
```
Forces are in eV/Å.

Summary:
2S+1	1
LUMO energy	-0.13821	hartree
total charge	+1
HOMO-LUMO gap	8.1	eV

***

Record 3
# C16H22ClOSm

A structure of composition C16H22ClOSm (ωB97M-V/def2-TZVPD, the Open Molecules 2025 dataset).

```
41
Properties=species:S:1:pos:R:3:forces:R:3
Sm -0.0449 0.1335 -0.2890 -0.5 0.1 -0.5
C 0.6685 -1.6731 1.4473 -0.4 -0.7 -0.3
C -0.7549 -1.7157 1.4985 0.2 -0.6 -0.3
C -1.2342 -2.2445 0.2584 0.8 -0.2 0.3
H -1.3704 -1.4378 2.3567 0.2 0.0 -0.4
C -0.0957 -2.5389 -0.5628 0.0 0.0 0.9
C 1.0776 -2.1792 0.1696 -0.4 -0.5 0.4
H 2.1067 -2.3111 -0.1719 -0.4 0.1 0.1
H 1.3188 -1.3441 2.2586 -0.2 -0.1 -0.3
H -2.2723 -2.4762 0.0221 0.3 0.3 0.0
H -0.1216 -3.0334 -1.5353 0.1 0.3 0.3
C 1.5732 1.8501 0.7367 0.7 0.0 -0.5
C 2.3638 0.6887 0.4600 0.2 0.7 -0.2
C 2.5013 0.5618 -0.9610 -0.2 0.9 0.5
H 2.8204 0.0395 1.2096 -0.2 0.2 -0.4
C 1.8208 1.6675 -1.5596 0.3 0.3 0.9
C 1.2459 2.4622 -0.5139 0.6 -0.5 -0.1
H 0.7147 3.4052 -0.6496 0.0 -0.4 0.0
H 1.2685 2.2002 1.7260 0.2 -0.1 -0.4
H 3.0676 -0.2016 -1.4902 -0.2 0.1 0.1
H 1.8464 1.9370 -2.6176 -0.2 -0.2 0.4
O -0.9224 0.5946 -2.3905 -1.9 0.4 -0.3
C -0.9121 0.2925 -3.8085 0.0 -0.3 -1.3
C -2.4312 0.5266 -3.9731 0.4 -0.1 0.5
C -0.4435 -1.1332 -4.0518 0.2 0.2 -0.3
C -0.1095 1.3286 -4.5781 0.2 -0.2 -0.2
C -2.3852 0.9960 -2.5283 0.5 -0.1 0.7
H -2.9857 -0.4054 -4.0948 0.0 0.2 -0.1
H -2.7322 1.2962 -4.6860 0.1 -0.3 0.0
H -2.4509 2.0799 -2.3824 -0.1 -0.3 0.1
H -3.0006 0.4298 -1.8162 0.2 0.3 -0.1
H -0.8276 -1.4855 -5.0148 0.1 0.1 0.1
H -0.7795 -1.8307 -3.2772 -0.1 0.2 -0.1
H 0.6521 -1.1550 -4.0936 -0.1 -0.2 0.1
H -0.4383 1.3295 -5.6283 0.2 -0.1 0.3
H 0.9588 1.0768 -4.5384 -0.2 0.2 -0.1
H -0.2673 2.3393 -4.1759 0.0 -0.2 0.0
Cl -3.1005 0.6337 1.0066 -2.2 -0.9 -0.3
C -1.5676 1.3718 1.2027 2.2 0.7 0.0
H -1.6586 2.4384 0.9656 0.1 -0.1 0.4
H -1.2022 1.1711 2.2169 -0.2 0.5 0.0
```
Forces are in eV/Å.

Summary:
2S+1	6
LUMO energy	0.15950	hartree
total charge	-2
HOMO-LUMO gap	1.8	eV

***

| no. | largest force on an atom (eV Å⁻¹) | E_tot (eV) |
| --- | --- | --- |
| 1 | 2.0 | -89027.54855 |
| 2 | 5.2 | -1097821.19691 |
| 3 | 2.4 | -49418.56563 |